Entry 1:
Entry from the OMol25 dataset: a structure of composition C23H24S5Sb2SiTc (ωB97M-V/def2-TZVPD).

Positions of all 56 atoms, in Å:
Tc  1.78  2.03  0.85
S  -0.27  5.18  -0.42
Sb  1.65  5.85  0.58
S  3.10  3.68  0.25
S  0.74  2.63  2.60
S  3.00  7.20  1.78
C  5.77  -2.67  1.98
Si  4.10  -2.07  2.66
C  3.80  -1.65  4.49
C  2.70  -3.22  1.93
C  3.50  -0.47  1.87
C  2.88  0.54  1.53
H  6.05  -3.61  2.44
H  6.55  -1.94  2.20
H  5.75  -2.81  0.90
H  3.96  -2.52  5.13
H  2.79  -1.30  4.66
H  4.47  -0.87  4.83
H  2.77  -4.20  2.38
H  2.81  -3.32  0.85
H  1.73  -2.79  2.14
S  0.68  1.16  -0.84
Sb  -1.68  0.48  -1.25
C  -2.77  1.99  -0.11
C  -3.68  2.80  -0.77
C  -4.44  3.69  -0.02
C  -4.29  3.75  1.35
C  -3.36  2.95  1.99
C  -2.59  2.05  1.27
C  -1.51  -1.50  -0.37
C  -1.30  -1.64  1.00
C  -1.28  -2.91  1.54
C  -1.45  -4.02  0.73
C  -1.65  -3.87  -0.64
C  -1.69  -2.60  -1.20
C  -1.41  0.44  -3.41
C  -0.39  -0.38  -3.86
C  -0.13  -0.42  -5.22
C  -0.89  0.34  -6.10
C  -1.92  1.13  -5.62
C  -2.19  1.19  -4.26
H  -3.82  2.74  -1.84
H  -5.16  4.32  -0.52
H  -4.90  4.43  1.93
H  -3.23  3.01  3.06
H  -1.87  1.41  1.77
H  -1.16  -0.77  1.63
H  -1.13  -3.03  2.60
H  -1.44  -5.01  1.16
H  -1.79  -4.74  -1.27
H  -1.88  -2.48  -2.26
H  0.21  -0.98  -3.17
H  0.68  -1.04  -5.59
H  -0.68  0.30  -7.16
H  -2.51  1.72  -6.31
H  -3.00  1.81  -3.90

Properties
Charge   +3
Kohn-Sham gap (spin up / spin down)   4.659 / 4.663 eV
Highest occupied orbital energy (spin up / spin down)   -17.296 / -17.298 eV
Lowest unoccupied orbital energy (spin up / spin down)   -0.4644 / -0.4643 Ha

Atomic partial charges in e from the natural (NBO) method, atoms 1 to 4: number 1, Tc, carries 0.339; number 2, S, carries -0.403; number 3, Sb, carries 1.290; number 4, S, carries -0.030

***

Entry 2:
Entry from the OMol25 dataset: an isolated molecule of C3H4N4 (ωB97M-V/def2-TZVPD).

Positions of all 11 atoms, in Å:
C  2.54  -0.37  0.01
C  1.58  0.57  -0.05
C  0.19  0.18  0.02
N  -0.30  -1.02  -0.06
N  -1.60  -0.91  0.03
N  -1.99  0.29  -0.01
N  -0.84  1.02  -0.01
H  3.61  -0.14  0.20
H  2.44  -1.41  0.09
H  2.02  1.58  -0.19
H  -0.78  2.02  0.26

Properties
Kohn-Sham gap   10.142 eV
Highest occupied orbital energy   -9.853 eV
SMILES   C=Cc1nnn[nH]1
Lowest unoccupied orbital energy   0.0106 Ha

Atomic partial charges in e from the natural (NBO) method, atoms 1 to 4: number 1, C, carries -0.281; number 2, C, carries -0.290; number 3, C, carries 0.282; number 4, N, carries -0.297

***

Entry 3:
Entry from the OMol25 dataset: a cluster of 2 separate species, C3H11N4 in total (ωB97M-V/def2-TZVPD).

Positions of all 18 atoms, in Å:
C  0.60  0.96  -1.46
C  0.29  -0.48  -1.19
C  -1.02  -0.59  -0.47
N  -0.05  -1.14  1.71
N  -1.05  -0.72  1.16
N  -2.14  -0.39  -0.97
N  0.97  0.42  2.22
H  0.05  1.47  -2.18
H  0.62  1.51  -0.46
H  1.63  1.10  -1.70
H  0.24  -1.05  -2.08
H  0.99  -0.86  -0.45
H  0.60  -1.58  1.18
H  -3.01  -0.18  -0.54
H  -2.29  -0.36  -2.06
H  0.68  0.33  3.19
H  1.98  0.26  2.24
H  0.92  1.30  1.85

Properties
Charge   +1
Kohn-Sham gap   8.751 eV
Highest occupied orbital energy   -12.950 eV
Lowest unoccupied orbital energy   -0.1543 Ha

Atomic partial charges in e from the natural (NBO) method, atoms 1 to 4: number 1, C, carries -0.601; number 2, C, carries -0.495; number 3, C, carries 0.549; number 4, N, carries -0.175

***

Entry 4:
Entry from the OMol25 dataset: an isolated molecule of CHNO4 (ωB97M-V/def2-TZVPD).

Positions of all 7 atoms, in Å:
O  -0.38  -1.48  -0.52
N  0.80  -1.18  -0.29
C  1.06  0.08  0.17
O  2.11  0.45  0.63
O  -0.34  0.67  0.62
O  -1.27  1.04  -0.41
H  -1.98  0.42  -0.18

Properties
Kohn-Sham gap (spin up / spin down)   7.712 / 7.743 eV
Highest occupied orbital energy (spin up / spin down)   -10.510 / -10.502 eV
SMILES   O=NC(=O)OO
Lowest unoccupied orbital energy (spin up / spin down)   -0.1028 / -0.1014 Ha

Atomic partial charges in e from the natural (NBO) method, atoms 1 to 4: number 1, O, carries -0.144; number 2, N, carries 0.037; number 3, C, carries 0.781; number 4, O, carries -0.399

***

| no. | total energy (hartree) |
| --- | --- |
| 1 | -3731.37314 |
| 2 | -335.66258 |
| 3 | -339.54025 |
| 4 | -394.17603 |